Record 1
102
Properties=species:S:1:pos:R:3:forces:R:3 method="wB97M-V/def2-TZVPD" homo_lumo_gap_ev=4.480 max_force_ev_per_a=2.2 total_charge=+3 relative_energy_kj_mol=242.17
Zr -0.5004 1.1630 -2.0763 1.325 0.320 1.734
N -0.8775 -1.1583 -1.8057 -0.066 0.495 0.222
C -2.1545 -1.4706 -1.1440 -0.329 -0.070 0.281
C -2.8452 -2.6131 -1.5164 0.154 -0.030 -0.158
C -4.0079 -2.9661 -0.8512 -0.011 -0.018 0.020
C -4.4743 -2.1909 0.2028 -0.013 0.074 0.022
C -3.7940 -1.0412 0.5655 -0.018 -0.070 -0.019
C -2.6338 -0.6620 -0.1098 0.445 0.192 -0.139
P -1.7846 0.9135 0.2646 -1.813 -0.439 0.954
C -1.2915 0.8652 2.0067 0.472 0.099 -0.285
C -1.2680 -0.3123 2.7474 -0.255 0.056 -0.028
C -0.8309 -0.2833 4.0646 -0.049 0.047 0.071
C -0.4027 0.9081 4.6331 0.010 -0.098 -0.004
C -0.4075 2.0823 3.8880 0.017 0.099 0.009
C -0.8424 2.0636 2.5737 -0.034 -0.039 0.022
C -3.1076 2.1633 0.1756 0.435 0.082 -0.122
C -3.1825 2.9243 -0.9950 -0.019 -0.200 0.264
C -4.1537 3.8999 -1.1488 0.041 0.034 -0.151
C -5.0487 4.1312 -0.1127 -0.010 0.023 -0.020
C -4.9743 3.3899 1.0601 0.013 -0.040 0.014
C -4.0070 2.4064 1.2088 -0.029 -0.004 0.029
H -0.8910 -1.6398 -2.7049 0.109 0.057 -0.112
H -0.1440 -1.6347 -1.2682 0.027 0.044 -0.047
H -2.4667 -3.2446 -2.3131 -0.012 0.003 0.008
H -4.5431 -3.8583 -1.1471 0.017 -0.006 -0.001
H -5.3710 -2.4778 0.7349 -0.002 -0.002 -0.009
H -4.1652 -0.4341 1.3806 -0.031 0.026 -0.011
H -1.6150 -1.2413 2.3125 -0.058 0.076 0.044
H -0.8416 -1.1896 4.6556 0.011 -0.019 -0.015
H -0.0704 0.9213 5.6627 -0.012 0.028 0.003
H -0.0913 3.0129 4.3405 0.014 -0.007 -0.011
H -0.8698 2.9850 2.0000 -0.015 0.022 0.042
H -2.4746 2.7396 -1.8079 -0.229 0.174 -0.077
H -4.2098 4.4790 -2.0615 -0.019 0.001 0.009
H -5.8037 4.8981 -0.2220 -0.003 -0.002 0.020
H -5.6675 3.5813 1.8681 -0.022 0.004 -0.022
H -3.9578 1.8386 2.1298 0.054 0.039 0.028
C 1.5986 3.7090 -3.3336 -0.257 0.088 0.206
C 1.0974 4.1510 -1.9783 0.577 0.115 -0.343
O -0.1237 3.4018 -1.5926 0.047 -0.511 -0.328
H 2.4385 4.3459 -3.6115 0.057 -0.050 0.024
H 0.8303 3.8356 -4.0966 0.017 -0.050 -0.028
H 1.9545 2.6779 -3.3196 0.029 -0.019 -0.103
H 0.8410 5.2081 -2.0071 -0.178 -0.041 0.121
H 1.8472 3.9860 -1.2046 -0.110 -0.026 0.073
H -0.6421 3.9936 -1.0328 -0.374 -0.199 0.062
C 6.0301 -1.0704 2.8319 -0.113 -0.011 0.037
C 4.5887 -1.4878 3.1684 -0.018 -0.077 -0.019
C 4.1418 -0.7179 4.4161 0.083 -0.035 -0.077
C 4.5963 -2.9965 3.4808 -0.050 0.117 -0.041
C 3.6319 -1.2194 1.9543 -0.333 0.589 0.120
O 3.9546 -2.0244 0.8557 -0.226 -0.128 -0.258
C 2.1486 -1.4788 2.3663 0.174 -0.280 -0.400
C 1.0991 -2.0058 1.3480 0.370 -0.106 0.187
C 1.3465 -3.3474 0.6933 0.038 0.183 0.017
C 1.4641 -4.4955 1.4698 0.026 0.051 -0.024
C 1.7010 -5.7303 0.8912 0.001 -0.103 -0.002
C 1.8066 -5.8385 -0.4901 -0.039 0.176 0.068
Cl 2.1138 -7.3663 -1.2180 0.002 -0.030 -0.013
C 1.6595 -4.7109 -1.2838 -0.029 -0.097 -0.171
C 1.4253 -3.4818 -0.6883 0.052 -0.067 0.239
C 3.7952 0.2951 1.5217 0.319 -0.614 0.372
N 3.0354 0.5962 0.3166 -0.548 0.127 -0.056
C 1.8057 1.0672 0.2125 0.196 -0.192 0.139
N 1.4099 0.9690 -1.0707 0.442 -0.162 -0.217
C 2.5178 0.4358 -1.7075 0.191 -0.078 0.150
N 3.5005 0.2200 -0.8913 0.190 -0.233 -0.183
H 6.6852 -1.4080 3.6331 0.045 0.008 -0.027
H 6.1492 0.0120 2.7626 0.052 -0.034 -0.010
H 6.4018 -1.5271 1.9102 0.067 0.034 0.013
H 4.8327 -0.9441 5.2281 -0.017 0.058 0.038
H 3.1449 -1.0080 4.7480 0.007 0.011 0.019
H 4.1642 0.3635 4.2613 0.013 0.002 0.086
H 5.4283 -3.2197 4.1471 -0.018 0.002 0.036
H 4.7184 -3.5961 2.5798 0.023 -0.045 0.026
H 3.6871 -3.3231 3.9864 -0.021 -0.003 -0.021
H 4.9099 -2.1569 0.8044 -0.048 0.036 0.004
H 1.7592 -0.5481 2.7902 -0.081 -0.081 0.120
H 2.1615 -2.2074 3.1734 -0.012 0.032 0.102
H 0.9141 -1.2548 0.5745 -0.068 0.080 -0.153
H 0.1741 -2.0982 1.9269 0.186 0.079 -0.170
H 1.3720 -4.4315 2.5479 0.039 -0.004 0.011
H 1.8039 -6.6144 1.5058 -0.007 -0.001 -0.011
H 1.7450 -4.8009 -2.3589 0.005 -0.018 0.013
H 1.3584 -2.6052 -1.3274 0.263 0.066 -0.033
H 4.8378 0.4919 1.2866 -0.081 0.088 -0.060
H 3.4627 0.9495 2.3237 -0.037 0.132 -0.117
H 1.2208 1.4472 1.0366 -0.002 -0.066 0.033
H 2.5752 0.2229 -2.7643 0.004 0.041 -0.021
O -1.9881 0.9898 -3.4794 -0.321 0.359 -0.742
B -0.6660 1.2581 -4.2792 -0.637 0.316 -0.823
O -1.0449 1.8747 -5.3952 0.372 -0.142 -0.465
C -2.4263 1.9760 -5.4742 -0.283 -0.227 0.439
C -3.1826 2.5146 -6.4888 0.137 0.098 -0.071
C -4.5616 2.4654 -6.3224 -0.001 -0.060 0.048
C -5.1410 1.8993 -5.1877 -0.043 0.011 -0.029
C -4.3705 1.3742 -4.1584 0.109 -0.097 0.278
C -3.0051 1.4450 -4.3278 -0.311 0.035 -0.602
H -2.7233 2.9523 -7.3645 0.001 -0.064 -0.023
H -5.2034 2.8570 -7.0993 0.029 0.026 -0.009
H -6.2185 1.8563 -5.1085 0.006 0.017 0.005
H -4.8175 0.9242 -3.2816 -0.001 0.022 -0.002

***

Record 2
16
Properties=species:S:1:pos:R:3:forces:R:3 method="wB97M-V/def2-TZVPD" homo_lumo_gap_ev="8.416 / 7.559" max_force_ev_per_a=1.0 relative_energy_kj_mol=538.43
C -0.4067 1.1841 -1.1975 0.057 -0.026 0.012
C -0.1137 -0.0787 -0.4435 -0.833 0.320 -0.427
C -1.3047 -0.9039 -0.0633 0.070 -0.025 -0.001
C 1.2019 -0.4433 -0.2088 0.567 -0.062 0.666
C 1.4187 -0.9429 1.2284 -0.302 -0.246 -0.310
O 1.3815 -1.8298 0.1946 0.232 -0.152 -0.073
H 0.4695 1.8328 -1.2853 -0.111 -0.109 0.007
H -1.2150 1.7524 -0.7221 0.113 -0.080 -0.049
H -0.7495 0.9315 -2.2112 0.011 0.067 0.094
H 0.4723 1.5687 1.5921 0.092 0.125 0.161
H -1.9991 -0.3223 0.5573 0.095 -0.092 -0.081
H -1.0287 -1.8197 0.4615 -0.048 0.114 -0.093
H -1.8557 -1.1803 -0.9732 0.040 0.020 0.108
H 2.0419 0.0636 -0.6731 -0.131 -0.201 -0.020
H 1.1227 1.2831 1.8241 -0.129 0.214 0.032
H 0.5645 -1.0953 1.9198 0.277 0.133 -0.026

***

Record 3
119
Properties=species:S:1:pos:R:3:forces:R:3 method="wB97M-V/def2-TZVPD" homo_lumo_gap_ev=5.251 max_force_ev_per_a=6.9 total_charge=-1 relative_energy_kj_mol=0.00
Ba 17.2095 13.0274 13.9854 -0.771 -0.249 -0.909
O 18.5946 14.9579 15.1634 -0.772 0.670 0.153
N 17.9393 16.0416 15.3919 -0.236 -0.275 -0.270
N 16.9453 16.2859 14.5821 2.300 -1.582 0.438
O 16.6699 15.5739 13.5468 -0.364 -0.978 0.122
C 16.2373 17.4604 14.7757 0.492 0.747 -0.250
C 15.2814 17.6948 13.7963 0.119 -0.374 0.141
C 14.5475 18.8414 13.9050 -0.911 1.198 -0.111
C 14.8107 19.7769 14.9103 0.442 -0.615 0.117
C 15.8626 19.5222 15.8110 -0.311 1.318 0.641
C 16.6079 18.3651 15.7816 -0.382 -0.355 -0.336
H 15.1287 16.9362 13.0111 0.092 0.617 0.658
H 13.7329 19.0065 13.1913 0.286 0.088 0.291
H 14.2055 20.6708 15.0150 0.126 -0.040 -0.070
H 16.1158 20.2840 16.5748 -0.287 -0.471 -0.497
H 17.4298 18.1518 16.4883 -0.710 0.141 -0.639
C 19.5411 7.6825 18.8950 0.586 -0.068 0.043
C 20.7059 8.6835 18.9313 0.090 0.770 0.264
C 22.0691 8.0216 18.7148 0.118 0.388 -0.109
C 23.2181 9.0308 18.4739 0.095 -0.134 -0.031
C 22.8697 10.0062 17.3790 0.179 0.252 -0.561
C 23.8212 10.6121 16.5412 -0.103 -0.430 0.368
C 23.4284 11.3908 15.4555 -0.415 0.222 0.050
F 24.3778 11.9507 14.6445 -0.381 -0.456 0.457
C 22.0922 11.6307 15.1912 0.350 -0.056 0.067
C 21.1260 11.1535 16.0886 0.511 -0.828 0.721
C 19.7097 11.4926 15.8214 -0.343 -0.202 0.285
O 19.5074 12.0291 14.7225 -0.731 -0.142 0.800
C 18.7507 11.1782 16.9366 0.979 0.097 -0.518
C 19.2746 10.3801 17.9136 -0.265 0.025 -0.056
N 20.5119 9.7903 17.9590 -0.485 -0.043 0.222
C 21.5169 10.2992 17.1724 -0.257 0.797 -1.459
C 17.2335 11.5807 17.1592 0.033 0.047 0.735
O 16.9612 11.8979 18.3496 0.199 -0.513 -1.801
O 16.4652 11.4623 16.1528 0.939 0.554 0.646
H 19.7957 6.8489 19.5632 -0.107 0.111 -0.180
H 19.3759 7.2994 17.8842 0.071 0.031 0.086
H 18.6190 8.1281 19.2539 -0.068 -0.015 -0.016
H 20.6914 9.1828 19.9113 0.150 -0.286 0.074
H 21.9923 7.3439 17.8579 0.061 0.076 -0.004
H 22.3042 7.4151 19.5915 -0.088 -0.036 -0.045
H 24.1185 8.4785 18.1749 -0.145 0.077 0.141
H 23.4802 9.5758 19.3931 -0.205 -0.167 -0.067
H 24.8836 10.4504 16.7336 -0.261 -0.004 -0.134
H 21.7749 12.1503 14.2833 0.132 -0.004 0.480
H 18.6678 10.1611 18.7867 -0.175 0.017 -0.272
C 16.8203 14.6498 10.0593 -0.873 -0.453 0.871
O 15.8347 14.0679 10.9854 0.220 0.082 -0.858
C 14.8283 13.2929 10.4794 0.674 0.114 0.065
C 14.6138 13.1131 9.1209 -0.175 -0.251 0.133
C 13.6766 12.1523 8.6873 -0.454 0.076 1.022
Br 13.4144 11.8031 6.8476 0.091 0.108 -0.165
C 12.9054 11.4466 9.5987 0.443 0.029 -0.256
C 13.1077 11.6360 10.9801 0.262 0.580 0.057
C 14.0818 12.5581 11.4546 -0.334 -0.942 -1.207
O 14.3634 12.5986 12.7284 0.051 0.168 0.815
C 12.3954 10.8598 11.9938 0.129 0.468 -1.215
N 12.6755 10.9568 13.2735 -1.281 -1.583 0.445
C 11.8015 10.0442 13.9326 -0.147 0.589 -1.798
C 11.6121 9.7154 15.2554 0.228 0.199 0.878
C 10.6028 8.8096 15.5841 0.145 -0.222 0.012
C 9.8166 8.2179 14.5885 -0.094 -0.189 0.192
C 9.9937 8.5425 13.2526 -0.248 -0.136 -0.618
C 10.9772 9.4651 12.9331 0.141 -0.090 0.617
N 11.3744 9.9885 11.7120 0.005 -0.152 0.773
H 17.3936 13.8789 9.5247 -0.300 0.001 0.249
H 17.4607 15.2203 10.7288 0.071 0.003 -0.031
H 16.3300 15.3275 9.3531 -0.008 -0.075 0.069
H 15.2291 13.6621 8.4069 -0.257 -0.309 0.178
H 12.2181 10.6787 9.2428 0.135 0.271 0.028
H 13.6705 11.8962 13.2143 1.011 0.915 0.042
H 12.2590 10.1770 16.0069 -0.293 -0.233 -0.146
H 10.4313 8.4920 16.6177 0.205 0.309 -0.349
H 9.0765 7.4648 14.8789 0.218 0.361 -0.179
H 9.3921 8.0972 12.4501 0.170 0.093 0.459
H 10.9346 9.7713 10.8249 0.446 0.302 0.303
Cl 16.8425 10.7765 10.6513 -1.056 -0.521 -0.855
C 18.1526 11.3060 11.7122 0.873 1.245 0.826
H 18.9891 11.5504 11.0277 -0.135 -0.400 0.463
H 18.3817 10.4504 12.3524 0.354 -0.147 -0.228
C 13.1243 14.3633 19.7359 -0.408 0.197 -0.243
C 12.2572 14.5285 18.5073 -0.008 -0.078 0.005
C 10.9107 14.2047 18.4830 0.615 0.021 0.233
C 10.2599 14.3490 17.2409 0.440 0.497 -0.942
N 10.8781 14.8112 16.1548 -1.650 -0.472 0.376
C 12.1665 15.1511 16.1713 1.163 0.311 -1.733
S 13.0753 15.6707 14.8020 -1.057 -0.583 1.640
N 12.8239 15.0053 17.3623 -0.069 -0.320 0.967
C 8.8110 14.0151 17.0519 -0.315 0.173 -0.013
H 12.5068 14.0185 20.5615 -0.032 -0.121 -0.025
H 13.5494 15.3159 20.0457 0.137 0.104 -0.146
H 13.9352 13.6522 19.5800 0.019 0.007 -0.171
H 10.3854 13.8460 19.3796 0.419 0.171 -0.539
H 13.8008 15.2403 17.2669 0.310 -0.072 0.455
H 8.2036 14.3015 17.9143 0.110 0.084 -0.028
H 8.6298 12.9544 16.8933 0.293 -0.232 0.042
H 8.4561 14.5210 16.1539 0.008 0.048 0.140
C 22.0357 17.8257 12.0121 0.221 0.025 -0.046
N 21.9819 17.1491 13.3009 2.099 0.497 0.723
C 22.5339 15.7992 13.1577 0.232 0.270 -1.026
N 21.9081 15.0056 12.0887 1.957 -1.026 -0.415
C 21.9348 15.7321 10.8288 0.039 0.580 0.108
N 21.3990 17.1094 10.9178 1.748 0.678 -1.971
C 19.9619 17.1695 10.9865 0.831 -1.130 2.036
P 19.7082 16.1948 12.5797 -6.810 -0.223 1.244
C 20.6632 17.1368 13.8745 0.201 -1.021 -1.353
C 20.5662 14.5588 12.3867 0.539 1.822 0.070
H 23.0943 17.9620 11.7656 -0.039 -0.043 -0.051
H 21.5730 18.8203 12.0947 0.107 -0.230 0.055
H 22.4812 15.2606 14.0969 -0.140 -0.072 0.187
H 23.5907 15.9033 12.8701 -0.156 0.020 0.153
H 21.3441 15.1737 10.0932 0.144 0.113 0.060
H 22.9662 15.8095 10.4620 -0.084 -0.026 0.173
H 19.4644 16.7117 10.1264 0.134 -0.039 0.137
H 19.6031 18.2033 11.1121 0.095 -0.359 0.001
H 20.6551 16.6197 14.8470 -0.173 0.063 -0.432
H 20.3092 18.1611 14.0071 -0.272 -0.123 -0.105
H 20.1827 13.9416 11.5701 -0.213 0.170 0.095
H 20.5474 13.9677 13.3042 -0.222 0.189 0.085

***

Record 4
56
Properties=species:S:1:pos:R:3:forces:R:3 method="wB97M-V/def2-TZVPD" homo_lumo_gap_ev=3.781 max_force_ev_per_a=3.6 total_charge=+1
C -2.0316 3.4257 -0.2854 -0.176 -0.186 0.461
N -0.6745 3.4924 -0.8286 2.272 -1.954 1.065
C -0.5514 3.9683 -2.2131 0.390 0.360 -0.106
C 0.3520 2.8777 -0.1480 -2.798 1.358 -1.799
C 1.7283 3.0664 -0.3780 1.258 0.328 -0.586
C 2.2047 4.2061 -1.0674 -0.282 -0.263 0.351
C 3.5400 4.3531 -1.3438 0.162 0.088 -0.174
C 4.4501 3.3927 -0.9250 -0.154 -0.161 -0.087
C 4.0174 2.2902 -0.1996 0.220 -0.014 0.083
C 2.6836 2.1258 0.0842 -0.852 0.204 -0.154
H -2.7655 3.8225 -0.9824 0.258 0.009 -0.124
H -2.2972 2.3963 -0.0580 0.003 -0.140 0.031
H -2.0839 4.0117 0.6285 -0.025 0.026 0.045
H -1.4626 3.7711 -2.7729 -0.153 -0.129 0.327
H -0.3702 5.0388 -2.2398 -0.040 0.114 -0.082
H 0.2584 3.4508 -2.7252 0.086 0.063 0.179
H 0.0617 2.1501 0.5912 -0.370 0.084 0.502
H 1.5168 4.9956 -1.3093 -0.028 0.118 -0.188
H 3.8790 5.2045 -1.9117 0.051 0.166 0.055
H 5.4929 3.4952 -1.1805 0.129 0.042 0.058
H 4.7324 1.5620 0.1487 0.053 -0.099 0.015
H 2.3409 1.2609 0.6273 -0.049 -0.220 0.151
C -3.7848 -0.9759 2.4035 0.201 -0.065 -0.137
C -3.2477 -1.6377 1.1245 0.092 -0.447 0.241
C -3.7305 -3.0897 1.0196 -0.177 0.143 0.026
C -3.7354 -0.8500 -0.0991 0.197 -0.074 0.169
N -1.7633 -1.6098 1.1499 -0.555 -0.486 -0.312
P -0.8535 -1.6283 -0.3430 0.476 0.518 1.535
H -0.5082 -0.3036 -0.0526 -0.006 1.490 -1.112
N 0.6033 -2.0834 0.5112 0.134 -0.570 -0.581
C 1.7312 -2.6882 -0.2416 -0.106 -0.414 0.273
C 3.0378 -2.4470 0.5312 -0.256 -0.011 -0.015
C 1.8229 -2.0150 -1.6181 -0.080 0.019 0.270
C 1.4777 -4.1904 -0.4237 0.224 0.061 -0.060
C 0.2979 -2.4044 1.8495 -1.136 0.193 0.357
C -0.9879 -2.1473 2.1971 1.126 -0.198 -0.379
H -3.3871 0.0349 2.5058 0.020 0.030 -0.042
H -4.8730 -0.9140 2.3854 -0.002 -0.072 -0.069
H -3.4986 -1.5340 3.2944 -0.026 -0.047 -0.001
H -3.3622 -3.5527 0.1046 0.035 0.015 -0.101
H -3.3758 -3.6887 1.8565 0.044 0.036 0.103
H -4.8193 -3.1336 1.0076 -0.068 -0.045 -0.002
H -3.3472 -1.2809 -1.0207 -0.072 -0.094 -0.101
H -4.8226 -0.8566 -0.1592 -0.015 -0.040 0.070
H -3.4011 0.1859 -0.0567 0.012 0.140 0.096
H 3.0301 -2.9488 1.4983 0.004 -0.048 -0.002
H 3.8974 -2.8166 -0.0280 -0.057 -0.055 -0.055
H 3.1824 -1.3813 0.7137 -0.027 0.066 -0.030
H 0.9026 -2.1548 -2.1832 -0.024 -0.100 -0.108
H 1.9864 -0.9419 -1.5198 0.085 0.118 0.068
H 2.6398 -2.4341 -2.2036 0.033 -0.059 0.054
H 0.5600 -4.3610 -0.9858 -0.071 0.046 -0.077
H 2.2993 -4.6578 -0.9657 0.033 -0.064 -0.036
H 1.3732 -4.6950 0.5354 0.030 0.035 0.109
H 1.0307 -2.8208 2.5236 0.067 0.076 -0.120
H -1.3960 -2.3353 3.1776 -0.089 0.107 -0.054